(1)
H9O4 | ωB97M-V/def2-TZVPD

Computed properties:
- HOMO energy: -16.0747 eV
- Orbital gap: 12.80 eV
- Relative energy (zero: lowest compared OMol25 entry of this formula, charge and spin): 0.9590 eV
- Energy: -306.09121 a.u.
- Charge: +1

Geometry as XYZ:
```
13
Properties=species:S:1:pos:R:3:forces:R:3:nbo_charge:R:1
O 1.431978 -0.366439 1.770073 -0.2 -0.7 -0.4 -0.981
H 1.780264 0.317777 2.331767 0.2 0.3 0.5 0.498
H 1.479798 -1.191020 2.263224 0.3 0.1 0.3 0.495
O -2.573905 -0.709825 -0.994678 0.0 0.2 0.4 -0.888
H -2.919976 0.192243 -1.067623 -0.3 -0.1 -0.2 0.516
H -3.298569 -1.278073 -0.720212 -0.3 -0.1 0.0 0.522
O 1.547391 1.286799 -0.798011 -0.3 -0.2 -0.1 -0.949
H 2.223965 1.232217 -1.486761 -0.1 0.0 0.3 0.518
H 1.940517 1.638510 0.010420 0.1 -0.1 -0.3 0.508
O -0.429374 -0.196051 -0.065923 0.3 -1.3 1.1 -0.897
H -1.473066 -0.541174 -0.177391 1.0 0.8 -1.6 0.547
H 0.310472 0.331617 -0.551123 -0.6 0.3 -0.1 0.571
H 0.075430 -0.847202 0.468856 -0.1 0.8 0.1 0.542
```
Positions in Å, forces in eV/Å.

(2)
HIN3P | ωB97M-V/def2-TZVPD

Computed properties:
- HOMO energy: -10.2423 eV
- Orbital gap: 10.28 eV
- SMILES: N#N.N#P.I
- Relative energy (zero: lowest compared OMol25 entry of this formula, charge and spin): 1.6244 eV
- Energy: -803.89305 a.u.

Geometry as XYZ:
```
6
Properties=species:S:1:pos:R:3:forces:R:3:nbo_charge:R:1
N 4.526786 -0.420837 0.458111 -3.5 -0.8 -0.4 0.048
N 3.445349 -0.662314 0.336119 3.9 1.1 1.0 -0.043
N 2.649182 -1.064906 -2.898606 1.5 1.7 -3.2 -0.935
P 2.118549 -1.661360 -1.714666 -1.7 -2.1 2.6 0.913
I -1.376480 -1.230455 -0.695498 -0.6 -0.8 -0.4 -0.098
H -2.021176 -2.598238 -1.382536 0.4 0.8 0.4 0.115
```
Positions in Å, forces in eV/Å.

(3)
HN2O2 | ωB97M-V/def2-TZVPD

Computed properties:
- HOMO energy (alpha / beta): -2.7856 / -2.7864 eV
- Orbital gap (alpha / beta): 7.89 / 7.89 eV
- Relative energy (zero: lowest compared OMol25 entry of this formula, charge and spin): 2.5149 eV
- Energy: -260.43408 a.u.
- Charge: -1

Geometry as XYZ:
```
5
Properties=species:S:1:pos:R:3:forces:R:3:nbo_charge:R:1
N -0.161666 0.772337 -0.236419 -1.6 -0.4 2.9 -0.846
N -0.933051 0.623470 1.559999 2.3 0.6 -4.7 0.543
O -1.411698 1.624139 2.054528 -0.1 -1.0 0.8 -0.465
O -0.743261 -0.480358 2.038245 -0.8 0.6 1.1 -0.484
H -0.457687 -0.214758 -0.347883 0.3 0.2 -0.1 0.252
```
Positions in Å, forces in eV/Å.

(4)
HN2O3S | ωB97M-V/def2-TZVPD

Computed properties:
- HOMO energy: -4.4314 eV
- Orbital gap: 8.49 eV
- Relative energy (zero: lowest compared OMol25 entry of this formula, charge and spin): 3.2284 eV
- Energy: -733.99751 a.u.
- Charge: -1

Geometry as XYZ:
```
7
Properties=species:S:1:pos:R:3:forces:R:3:nbo_charge:R:1
N -1.255867 0.524859 -0.427782 0.3 -1.6 -1.0 -0.479
N -0.243394 0.881175 0.198567 -0.3 -0.1 0.2 0.138
O 0.068084 2.026568 0.569730 -0.5 -0.3 0.1 -0.524
O 1.205851 -0.645054 -0.981373 1.0 -0.5 -2.2 -1.020
O 0.211047 -1.719945 0.930445 0.7 1.8 -0.3 -1.011
S 1.011836 -0.541305 0.438445 -0.1 -1.8 2.3 1.560
H -0.997556 -0.526296 -0.728034 -1.0 2.4 0.9 0.335
```
Positions in Å, forces in eV/Å.

(5)
HN2O4 | ωB97M-V/def2-TZVPD

Computed properties:
- HOMO energy (alpha / beta): -16.9566 / -16.9568 eV
- Orbital gap (alpha / beta): 9.02 / 9.02 eV
- Relative energy (zero: lowest compared OMol25 entry of this formula, charge and spin): 3.3232 eV
- Energy: -410.35308 a.u.
- Charge: +1

Geometry as XYZ:
```
7
Properties=species:S:1:pos:R:3:forces:R:3:nbo_charge:R:1
N 0.321432 0.234992 -1.060351 1.0 -1.0 -0.4 0.285
N 0.226434 -0.004114 -2.187867 0.0 0.8 0.9 0.532
O 0.591804 -0.003294 -3.280095 -0.2 -0.5 -0.4 -0.087
O 0.006008 -0.084748 2.379975 4.1 -0.7 -2.0 -0.205
O -0.151568 0.486356 0.068032 -1.3 1.7 0.1 -0.131
O -0.211779 -0.683756 1.258518 0.1 -1.1 0.4 0.113
H -0.782330 0.054564 2.821787 -3.8 0.7 1.3 0.494
```
Positions in Å, forces in eV/Å.

(6)
HN2O4S | ωB97M-V/def2-TZVPD

Computed properties:
- Spin multiplicity: 3
- HOMO energy (alpha / beta): -1.1434 / -5.4094 eV
- Orbital gap (alpha / beta): 4.98 / 6.26 eV
- Relative energy (zero: lowest compared OMol25 entry of this formula, charge and spin): 4.5843 eV
- Energy: -809.00208 a.u.
- Charge: -1
- ⟨S²⟩: 2.027

Geometry as XYZ:
```
8
Properties=species:S:1:pos:R:3:forces:R:3:mulliken_spin:R:1
N -0.385406 0.660650 0.404537 -2.8 -1.8 5.6 0.333
N 0.213300 1.085080 -0.628520 0.4 0.3 -3.1 0.201
O -1.115793 -1.993620 0.996013 -2.9 -0.8 1.5 0.129
O 1.073459 1.944163 -0.566516 2.1 2.2 0.9 0.304
O -0.271811 0.674242 -1.719348 0.1 -0.6 -1.2 0.095
O 0.905075 -1.602943 -0.026046 0.3 0.5 -1.8 0.248
S -0.543976 -1.323640 -0.129810 2.6 -0.1 0.9 0.378
H 0.125153 0.556068 1.669690 0.2 0.3 -2.9 0.312
```
Positions in Å, forces in eV/Å.